Entry 1:
Entry from OMol25: a cluster of 2 separate species, C4H12 in total at a distorted geometry (ωB97M-V/def2-TZVPD).

Results
SMILES: CC.CC
2S+1: 1
Maximum force: 1.04 eV Å⁻¹
HOMO-LUMO gap: 12.9 eV
DFT total energy: -4342.19560 eV

Positions of all 16 atoms, in Å:
1 C -1.139 -2.180 1.190
2 C 0.190 -2.290 0.448
3 H -1.801 -3.025 0.951
4 H -1.083 -2.257 2.272
5 H -1.667 -1.264 0.937
6 H 0.498 -1.292 0.147
7 H 0.104 -2.947 -0.402
8 H 1.029 -2.716 0.997
9 C 0.930 2.162 -0.188
10 C 0.044 2.338 -1.420
11 H 0.891 1.123 0.125
12 H 1.963 2.452 -0.389
13 H 0.575 2.715 0.685
14 H 0.597 2.607 -2.318
15 H -0.677 3.145 -1.272
16 H -0.457 1.429 -1.762

Charge distribution, Löwdin scheme, values in e: C -0.169; C -0.162; H 0.062; H 0.056; H 0.057; H 0.040; H 0.055; H 0.062; C -0.162; C -0.172; H 0.036; H 0.063; H 0.062; H 0.055; H 0.060; H 0.057

---

Entry 2:
Entry from OMol25: a cluster of 2 separate species, C5H14 in total at a distorted geometry (ωB97M-V/def2-TZVPD).

Results
SMILES: CCC.CC
2S+1: 1
Maximum force: 3.69 eV Å⁻¹
HOMO-LUMO gap: 11.9 eV
DFT total energy: -5411.12992 eV

Positions of all 19 atoms, in Å:
1 C -1.346 -1.983 0.830
2 C -2.138 -1.000 1.677
3 H -1.436 -3.003 1.173
4 H -1.472 -1.797 -0.246
5 H -0.276 -1.741 0.890
6 H -3.189 -1.216 1.454
7 H -1.933 0.051 1.415
8 H -2.007 -1.175 2.733
9 C 0.769 0.913 -1.329
10 C 0.861 0.909 0.263
11 C 2.108 1.320 -1.858
12 H -0.045 1.665 -1.321
13 H 0.351 0.000 -1.740
14 H -0.128 0.544 0.580
15 H 1.515 0.243 0.832
16 H 2.461 0.626 -2.612
17 H 0.870 1.915 0.693
18 H 2.962 1.391 -1.159
19 H 2.073 2.338 -2.278

Charge distribution, Löwdin scheme, values in e: C -0.179; C -0.171; H 0.060; H 0.068; H 0.046; H 0.062; H 0.054; H 0.058; C -0.282; C -0.129; C -0.146; H 0.103; H 0.089; H 0.017; H 0.068; H 0.061; H 0.072; H 0.075; H 0.073

---

Entry 3:
Entry from OMol25: the molecule C3H5BO2 at a distorted geometry (ωB97M-V/def2-TZVPD).

Results
2S+1: 1
Maximum force: 4.62 eV Å⁻¹
HOMO-LUMO gap (alpha / beta): 8.4 / 7.0 eV
DFT total energy: -7959.94011 eV

Positions of all 11 atoms, in Å:
1 B 1.423 0.207 0.018
2 C -0.934 0.448 1.797
3 C -1.417 0.051 0.687
4 C -0.881 -0.298 -0.708
5 O 0.513 -0.134 -0.880
6 O 2.765 0.212 -0.043
7 H 0.211 0.655 1.817
8 H -2.460 -0.290 0.603
9 H -1.003 -1.377 -0.991
10 H -1.328 0.313 -1.355
11 H 3.110 0.213 -0.945

Charge distribution, Löwdin scheme, values in e: B -0.342; C 0.075; C -0.271; C -0.164; O 0.086; O 0.179; H -0.002; H 0.097; H 0.151; H 0.076; H 0.116

---

Entry 4:
Entry from OMol25: a structure of composition C23H44LuNP3Se at a distorted geometry (ωB97M-V/def2-TZVPD).

Results
2S+1: 1
Maximum force: 2.26 eV Å⁻¹
Net charge: +3
HOMO-LUMO gap (alpha / beta): 3.4 / 3.8 eV
DFT total energy: -152860.52004 eV

Positions of all 73 atoms, in Å:
1 Lu -0.047 -0.148 0.473
2 P 0.264 2.107 2.014
3 P -2.679 0.559 0.278
4 P 2.674 -0.177 0.248
5 H -1.316 -2.756 -7.200
6 C -0.528 -3.509 -7.072
7 C -0.708 -4.590 -6.294
8 H -1.685 -4.908 -5.929
9 C 0.379 3.727 1.178
10 C -1.025 2.455 3.255
11 C 1.725 2.195 3.109
12 C -3.330 -0.476 -1.101
13 C -3.929 0.366 1.571
14 C -3.061 2.247 -0.332
15 C 2.983 -1.353 -1.135
16 C 3.859 -0.723 1.505
17 C 3.497 1.332 -0.376
18 H 0.424 -3.344 -7.605
19 H 0.150 -5.203 -6.019
20 H 0.435 4.523 1.934
21 H -0.499 3.866 0.535
22 H 1.280 3.726 0.553
23 H -0.807 3.407 3.762
24 H -1.049 1.638 3.991
25 H -2.000 2.516 2.751
26 H 1.721 3.149 3.656
27 H 2.638 2.111 2.505
28 H 1.682 1.359 3.822
29 H -4.429 -0.464 -1.088
30 H -2.965 -1.507 -0.973
31 H -2.956 -0.093 -2.062
32 H -4.812 0.975 1.353
33 H -3.512 0.671 2.534
34 H -4.226 -0.686 1.642
35 H -4.151 2.356 -0.439
36 H -2.565 2.411 -1.302
37 H -2.684 2.991 0.384
38 H 4.059 -1.548 -1.237
39 H 2.582 -0.920 -2.062
40 H 2.450 -2.293 -0.940
41 H 4.886 -0.666 1.127
42 H 3.642 -1.753 1.805
43 H 3.764 -0.080 2.387
44 H 4.567 1.121 -0.524
45 H 3.382 2.156 0.341
46 H 3.034 1.631 -1.329
47 C 0.097 0.332 -3.470
48 C -0.372 -0.993 -3.616
49 C -0.288 -1.621 -4.857
50 C 0.154 -0.929 -5.989
51 C 0.618 0.391 -5.846
52 C 0.614 1.012 -4.600
53 Se 0.016 1.278 -1.854
54 H -0.176 -1.641 -0.643
55 H -0.776 -1.490 -2.737
56 H -0.564 -2.676 -4.963
57 H 0.173 -1.358 -6.995
58 H 0.978 0.888 -6.749
59 H 0.981 2.024 -4.475
60 N -0.175 -1.689 2.297
61 C -0.174 -1.279 3.663
62 C 1.025 -1.066 4.316
63 C 1.028 -0.548 5.614
64 C -0.179 -0.248 6.255
65 C -1.390 -0.486 5.595
66 C -1.389 -1.000 4.292
67 H 0.638 -2.246 2.028
68 H -1.037 -2.162 1.995
69 H 1.964 -1.283 3.814
70 H 1.972 -0.366 6.124
71 H -0.177 0.185 7.256
72 H -2.337 -0.263 6.084
73 H -2.338 -1.165 3.765

Charge distribution, Löwdin scheme, values in e: Lu 0.785; P 0.689; P 0.674; P 0.674; H 0.081; C -0.094; C -0.013; H 0.081; C -0.255; C -0.239; C -0.240; C -0.261; C -0.248; C -0.263; C -0.262; C -0.251; C -0.257; H 0.089; H 0.079; H 0.073; H 0.033; H 0.043; H 0.077; H 0.030; H 0.030; H 0.078; H 0.026; H 0.025; H 0.073; H 0.041; H 0.036; H 0.073; H 0.027; H 0.065; H 0.074; H 0.017; H 0.037; H 0.071; H 0.030; H 0.042; H 0.074; H 0.057; H 0.041; H 0.075; H 0.037; H 0.029; C -0.544; C -0.060; C 0.010; C 0.057; C 0.028; C -0.051; Se 0.905; H -0.119; H 0.059; H 0.094; H 0.112; H 0.146; H 0.121; N -0.035; C -0.338; C -0.060; C -0.053; C -0.045; C -0.055; C -0.048; H 0.097; H 0.107; H 0.104; H 0.126; H 0.126; H 0.125; H 0.110

---

Entry 5:
Entry from OMol25: a structure of composition C52H67GeN8O3SeV at a distorted geometry (ωB97M-V/def2-TZVPD).

Results
2S+1: 1
Maximum force: 2.04 eV Å⁻¹
Net charge: +2
HOMO-LUMO gap (alpha / beta): 5.5 / 5.5 eV
DFT total energy: -220611.78802 eV

Positions of all 133 atoms, in Å:
1 V -0.396 -0.409 0.562
2 C 5.404 3.927 -1.654
3 C 5.685 2.419 -1.654
4 C 6.373 2.050 -2.969
5 C 6.629 2.077 -0.493
6 C 4.373 1.658 -1.455
7 C 3.589 1.908 -0.330
8 C 2.433 1.176 -0.163
9 Se 1.334 1.312 1.394
10 C 2.165 -0.063 2.478
11 C 3.281 0.181 3.235
12 C 3.822 -0.868 3.989
13 C 3.174 -2.098 3.954
14 C 2.024 -2.379 3.201
15 C 1.560 -1.315 2.457
16 O 0.434 -1.357 1.636
17 C 1.324 -3.741 3.291
18 C 0.153 -3.593 4.274
19 C 2.287 -4.815 3.808
20 C 0.789 -4.221 1.933
21 C 5.093 -0.624 4.800
22 C 6.244 -0.356 3.818
23 C 5.456 -1.823 5.675
24 C 4.897 0.602 5.704
25 C 2.011 0.212 -1.064
26 O 0.824 -0.416 -0.767
27 C 2.764 -0.079 -2.194
28 C 3.930 0.678 -2.343
29 C 2.341 -1.116 -3.238
30 C 1.090 -0.591 -3.956
31 C 3.436 -1.350 -4.282
32 C 2.044 -2.475 -2.584
33 H 6.332 4.477 -1.813
34 H 4.710 4.198 -2.452
35 H 4.982 4.265 -0.705
36 H 7.280 2.644 -3.079
37 H 6.666 0.998 -2.997
38 H 5.739 2.259 -3.834
39 H 7.579 2.599 -0.619
40 H 6.210 2.381 0.470
41 H 6.832 1.005 -0.454
42 H 3.880 2.651 0.402
43 H 3.738 1.162 3.239
44 H 3.583 -2.901 4.547
45 H 0.508 -3.348 5.276
46 H -0.534 -2.804 3.956
47 H -0.406 -4.529 4.331
48 H 2.565 -4.661 4.851
49 H 1.797 -5.787 3.753
50 H 3.198 -4.864 3.208
51 H -0.033 -3.609 1.566
52 H 1.576 -4.247 1.177
53 H 0.405 -5.235 2.051
54 H 6.447 -1.234 3.202
55 H 6.019 0.482 3.153
56 H 7.152 -0.109 4.369
57 H 5.668 -2.715 5.082
58 H 6.358 -1.592 6.241
59 H 4.668 -2.057 6.394
60 H 4.806 1.527 5.131
61 H 4.009 0.497 6.331
62 H 5.761 0.714 6.360
63 H 4.537 0.480 -3.211
64 H 1.288 0.372 -4.429
65 H 0.778 -1.291 -4.734
66 H 0.258 -0.464 -3.262
67 H 3.640 -0.459 -4.879
68 H 4.369 -1.684 -3.825
69 H 3.104 -2.127 -4.971
70 H 1.202 -2.432 -1.895
71 H 1.807 -3.199 -3.365
72 H 2.914 -2.846 -2.038
73 C -2.244 4.004 -2.444
74 N -1.867 2.657 -1.967
75 C -1.417 2.317 -0.772
76 N -1.378 0.991 -0.667
77 C -1.788 0.577 -1.914
78 N -2.087 1.551 -2.716
79 C -3.511 3.978 -3.263
80 C -3.681 4.918 -4.269
81 C -4.830 4.904 -5.052
82 C -5.781 3.913 -4.881
83 C -5.600 2.958 -3.885
84 C -4.494 3.022 -3.051
85 C -6.518 1.819 -3.782
86 N -7.688 1.675 -4.283
87 N -8.083 0.366 -3.981
88 C -7.114 -0.155 -3.323
89 O -6.076 0.701 -3.142
90 C -7.018 -1.513 -2.779
91 C -8.175 -2.288 -2.712
92 C -8.115 -3.562 -2.179
93 C -6.913 -4.059 -1.691
94 C -5.758 -3.296 -1.770
95 C -4.474 -3.870 -1.228
96 N -3.721 -2.858 -0.455
97 C -2.428 -2.595 -0.467
98 N -2.188 -1.542 0.326
99 C -3.434 -1.218 0.803
100 N -4.373 -2.000 0.361
101 C -5.809 -2.025 -2.330
102 H -1.418 4.407 -3.027
103 H -2.359 4.610 -1.544
104 H -1.164 3.024 0.000
105 H -1.855 -0.454 -2.219
106 H -2.917 5.665 -4.453
107 H -4.960 5.648 -5.826
108 H -6.648 3.852 -5.526
109 H -4.394 2.282 -2.269
110 H -9.108 -1.877 -3.073
111 H -9.011 -4.164 -2.120
112 H -6.882 -5.045 -1.243
113 H -3.799 -4.206 -2.017
114 H -4.683 -4.710 -0.571
115 H -1.701 -3.146 -1.043
116 H -3.629 -0.404 1.475
117 H -4.919 -1.409 -2.396
118 C -3.898 2.341 1.208
119 Ge -2.516 2.018 2.560
120 C -1.415 3.599 2.802
121 C -3.437 1.548 4.199
122 C -1.302 0.453 2.300
123 H -4.830 2.528 1.745
124 H -4.070 1.506 0.529
125 H -3.682 3.233 0.621
126 H -2.050 4.450 3.050
127 H -0.839 3.858 1.911
128 H -0.716 3.447 3.626
129 H -4.041 2.399 4.517
130 H -2.740 1.302 5.000
131 H -4.104 0.699 4.044
132 H -1.804 -0.459 2.633
133 H -0.501 0.608 3.027

Results of the Löwdin charge analysis, in e, for atoms 1 through 99: V 0.865; C -0.039; C -0.555; C -0.054; C -0.037; C -0.136; C -0.033; C -0.366; Se 1.332; C -0.327; C -0.020; C -0.125; C 0.071; C -0.064; C -0.231; O -0.235; C -0.523; C -0.019; C -0.046; C -0.036; C -0.553; C -0.031; C -0.053; C -0.037; C -0.281; O -0.228; C -0.069; C 0.067; C -0.526; C -0.023; C -0.052; C -0.032; H 0.094; H 0.094; H 0.078; H 0.095; H 0.092; H 0.094; H 0.095; H 0.076; H 0.094; H 0.117; H 0.120; H 0.097; H 0.098; H 0.080; H 0.097; H 0.089; H 0.095; H 0.102; H 0.056; H 0.100; H 0.094; H 0.095; H 0.076; H 0.097; H 0.091; H 0.096; H 0.097; H 0.079; H 0.096; H 0.095; H 0.092; H 0.100; H 0.097; H 0.048; H 0.093; H 0.099; H 0.095; H 0.058; H 0.092; H 0.099; C -0.036; N -0.068; C -0.116; N -0.012; C -0.173; N 0.174; C -0.202; C -0.022; C -0.038; C 0.006; C -0.123; C 0.011; C -0.288; N 0.144; N 0.143; C -0.294; O 0.120; C -0.123; C 0.005; C -0.035; C -0.020; C -0.214; C -0.039; N -0.079; C -0.083; N 0.007; C -0.159

---

Entry 6:
Entry from OMol25: the ion C4H8NO2 with charge -1 at a distorted geometry (ωB97M-V/def2-TZVPD).

Results
SMILES: N[C@H](C=O)CC[O-]
2S+1: 1
Maximum force: 1.52 eV Å⁻¹
Net charge: -1
HOMO-LUMO gap: 6.5 eV
DFT total energy: -9862.16511 eV

Positions of all 15 atoms, in Å:
1 O 1.537 1.551 -1.763
2 C 0.531 0.883 -1.807
3 C -0.147 0.242 -0.612
4 C 0.751 -0.292 0.491
5 C 0.011 -0.122 1.871
6 O -1.205 -0.705 1.929
7 N -1.157 -0.710 -1.076
8 H -0.046 0.753 -2.749
9 H -0.674 1.119 -0.218
10 H 1.642 0.335 0.517
11 H 0.993 -1.330 0.269
12 H 0.720 -0.492 2.635
13 H -0.108 0.998 1.910
14 H -2.014 -0.591 -0.552
15 H -0.833 -1.639 -0.845

Charge distribution, Löwdin scheme, values in e: O 0.011; C -0.248; C -0.403; C -0.176; C -0.536; O -0.371; N 0.025; H 0.104; H 0.144; H 0.090; H 0.098; H 0.069; H 0.080; H 0.058; H 0.056

---

Entry 7:
Entry from OMol25: the molecule C6H7N3OS at a distorted geometry (ωB97M-V/def2-TZVPD).

Results
SMILES: CSN1CN=Cc2ncoc21
2S+1: 1
Maximum force: 6.12 eV Å⁻¹
HOMO-LUMO gap: 9.3 eV
DFT total energy: -23685.60936 eV

Positions of all 18 atoms, in Å:
1 C -2.410 -1.744 0.457
2 C -1.932 0.224 0.024
3 C -0.834 -0.574 -0.156
4 C -1.772 1.666 0.253
5 C 0.380 1.451 -0.670
6 C 3.014 -0.844 0.083
7 N -2.938 -0.567 0.417
8 N -0.692 2.249 -0.079
9 N 0.636 0.060 -0.308
10 O -1.160 -1.864 0.088
11 S 1.541 -0.389 1.026
12 H -2.922 -2.615 0.680
13 H -2.504 2.294 0.727
14 H 0.295 1.519 -1.771
15 H 1.448 1.940 -0.505
16 H 3.697 -1.460 0.793
17 H 3.492 0.037 -0.297
18 H 2.663 -1.385 -0.762

Charge distribution, Löwdin scheme, values in e: C -0.200; C -0.237; C -0.187; C -0.083; C -0.292; C -0.382; N 0.153; N 0.054; N -0.402; O 0.123; S 0.856; H 0.120; H 0.112; H 0.122; H 0.142; H 0.074; H 0.014; H 0.014

---

Entry 8:
Entry from OMol25: a structure of composition C21H11FN4O13Pt (ωB97M-V/def2-TZVPD).

Results
2S+1: 1
Maximum force: 0.47 eV Å⁻¹
Net charge: -2
HOMO-LUMO gap: 5.5 eV
DFT total energy: -60491.04759 eV

Positions of all 51 atoms, in Å:
1 Pt 0.252 -0.687 -0.047
2 O 4.413 -1.206 0.540
3 C 3.187 -1.154 0.643
4 O 2.399 -0.525 -0.131
5 C 2.561 -1.880 1.839
6 C 3.314 -1.936 2.980
7 C 2.805 -2.501 4.155
8 C 1.520 -2.991 4.204
9 C 0.752 -2.930 3.057
10 C 1.236 -2.441 1.804
11 O 0.570 -2.586 0.712
12 N -0.620 -3.419 3.199
13 O -0.852 -4.205 4.114
14 O -1.474 -3.022 2.436
15 N 3.623 -2.564 5.347
16 O 3.165 -3.106 6.346
17 O 4.743 -2.076 5.311
18 H 4.319 -1.540 2.944
19 H 1.112 -3.408 5.110
20 F -2.638 -5.288 -3.726
21 C -2.412 -4.244 -2.869
22 C -2.283 -2.973 -3.387
23 C -2.067 -1.921 -2.506
24 C -1.980 -2.118 -1.126
25 C -1.751 -0.978 -0.189
26 C -2.108 -3.428 -0.655
27 C -2.322 -4.495 -1.517
28 H -2.341 -2.818 -4.457
29 H -1.943 -0.917 -2.898
30 H -2.186 -1.202 0.788
31 H -2.208 -0.063 -0.578
32 H -2.010 -3.605 0.408
33 H -2.411 -5.510 -1.150
34 O 0.340 2.417 1.085
35 C 0.079 2.247 -0.095
36 O -0.058 1.183 -0.781
37 C -0.148 3.498 -0.954
38 C -0.315 4.723 -0.324
39 C -0.523 5.852 -1.095
40 C -0.557 5.830 -2.476
41 C -0.380 4.592 -3.064
42 C -0.184 3.428 -2.342
43 N -0.412 4.527 -4.541
44 O -0.280 3.443 -5.064
45 O -0.571 5.571 -5.149
46 N -0.720 7.155 -0.426
47 O -0.719 7.177 0.786
48 O -0.874 8.137 -1.130
49 H -0.270 4.764 0.754
50 H -0.713 6.721 -3.059
51 H -0.060 2.471 -2.827

Charge distribution, Löwdin scheme, values in e: Pt 1.121; O -0.005; C -0.627; O -0.158; C -0.043; C 0.058; C -0.155; C 0.060; C -0.056; C -0.296; O -0.172; N -0.333; O 0.027; O 0.064; N -0.370; O 0.025; O 0.042; H 0.125; H 0.121; F -0.001; C -0.305; C -0.038; C -0.054; C -0.306; C -0.283; C -0.042; C -0.023; H 0.103; H 0.108; H 0.040; H 0.043; H 0.085; H 0.107; O 0.044; C -0.610; O -0.191; C -0.065; C 0.080; C -0.120; C 0.066; C -0.116; C 0.088; N -0.354; O 0.087; O 0.055; N -0.355; O 0.080; O 0.056; H 0.132; H 0.123; H 0.135